(w)
C4H8O2 | the ωB97M-V functional and the def2-TZVPD basis

Calculated values
HOMO (eV): -9.6
Frontier orbital gap (eV): 10.29
LUMO energy (eV): 0.73
Structure (SMILES): OC/C=C/CO

Last column: natural (NBO) charge in e.
Cartesian coordinates (Å):
C: -1.810 -0.187 -0.031  -0.149
C: -0.434 0.039 0.275  -0.137
C: 0.694 -0.494 -0.307  -0.227
C: 2.118 -0.196 0.016  -0.102
H: -3.396 0.418 -0.396  0.472
H: -1.660 -0.946 -0.906  0.145
H: -2.130 -0.775 0.765  0.176
H: -0.327 0.837 1.298  0.153
H: 0.243 -1.029 -1.036  0.193
H: 1.971 -0.572 1.030  0.170
H: 2.755 -0.798 -0.440  0.184
H: 1.970 1.648 0.242  0.468
O: -2.560 0.979 -0.241  -0.672
O: 2.567 1.075 -0.270  -0.674



(x)
C4H8O2 | the ωB97M-V functional and the def2-TZVPD basis

Calculated values
HOMO (eV): -8.9
Frontier orbital gap (eV): 9.40
LUMO energy (eV): 0.46

Last column: natural (NBO) charge in e.
Cartesian coordinates (Å):
C: 1.254 -0.764 0.007  -0.279
C: 0.833 0.380 0.737  0.047
O: 1.390 1.595 0.513  -0.705
C: -0.297 0.166 -0.565  0.263
O: -0.160 1.146 -1.357  -0.735
C: -1.620 -0.271 0.061  -0.631
H: 1.061 -1.765 0.385  0.235
H: 2.018 -0.643 -0.757  0.253
H: 0.103 -0.879 -1.032  0.203
H: 0.368 0.231 1.711  0.188
H: 0.905 1.899 -0.320  0.496
H: -2.327 -0.503 -0.739  0.228
H: -2.021 0.558 0.651  0.228
H: -1.505 -1.149 0.706  0.208



(y)
C4H8O2 | the ωB97M-V functional and the def2-TZVPD basis

Calculated values
HOMO (eV): -9.5
Frontier orbital gap (eV): 10.50
LUMO energy (eV): 1.02
Structure (SMILES): COCCC=O

Last column: natural (NBO) charge in e.
Cartesian coordinates (Å):
C: -1.430 0.939 -0.125  -0.272
O: -0.224 0.616 -0.852  -0.546
C: 1.009 0.643 -0.127  -0.060
C: 1.100 -0.751 0.529  -0.545
C: -0.036 -1.449 -0.219  0.469
O: -1.145 -1.614 0.235  -0.570
H: -2.281 0.533 -0.688  0.210
H: -1.451 2.021 -0.117  0.177
H: -1.563 0.553 0.902  0.199
H: 1.023 1.488 0.571  0.184
H: 1.831 0.807 -0.841  0.195
H: 0.882 -0.731 1.599  0.223
H: 2.058 -1.263 0.369  0.220
H: 0.227 -1.792 -1.237  0.117



(z)
C4H8O2 | the ωB97M-V functional and the def2-TZVPD basis

Calculated values
HOMO (alpha / beta) (eV): -7.6 / -7.7
Frontier orbital gap (alpha / beta) (eV): 8.12 / 7.66
LUMO energy (alpha / beta) (eV): 0.50 / -0.03

Last column: natural (NBO) charge in e.
Cartesian coordinates (Å):
C: -1.647 0.444 -0.445  -0.048
O: -0.839 -0.188 -1.225  -0.345
C: 0.471 -0.063 -1.265  0.054
C: 1.220 0.625 -0.165  -0.561
C: 1.264 -0.733 0.497  0.376
O: 0.410 -1.211 1.227  -0.583
H: -1.304 1.327 0.081  0.157
H: -1.676 -0.457 2.144  -0.100
H: -2.693 0.206 -0.555  0.180
H: 0.921 -0.514 -2.132  0.201
H: 0.700 1.417 0.386  0.236
H: 2.214 0.954 -0.476  0.239
H: 2.125 -1.347 0.197  0.122
H: -0.984 -0.721 2.067  0.071



Most stable: (y) (next structure +1.847 eV)



(w)
C5H6N | the ωB97M-V functional and the def2-TZVPD basis

Calculated values
HOMO (alpha / beta) (eV): -13.8 / -13.8
Frontier orbital gap (alpha / beta) (eV): 8.75 / 8.81
LUMO energy (alpha / beta) (eV): -5.04 / -5.03
Structure (SMILES): [NH3+]C1C=C=C=C1
Total charge: +1

Last column: natural (NBO) charge in e.
Cartesian coordinates (Å):
C: -2.007 0.722 0.155  0.125
C: -1.995 -0.632 0.193  0.151
C: -0.889 1.380 -0.151  -0.268
C: -0.796 -1.222 -0.094  -0.337
C: 0.054 0.024 -0.439  -0.072
N: 1.388 -0.022 0.382  -0.702
H: -0.768 2.304 -0.509  0.238
H: -0.376 -2.202 0.049  0.252
H: 0.332 0.237 -1.480  0.259
H: 1.819 -1.068 0.393  0.450
H: 1.081 -0.049 1.371  0.456
H: 2.157 0.530 0.131  0.448



(x)
C5H6N | the ωB97M-V functional and the def2-TZVPD basis

Calculated values
HOMO (eV): -14.1
Frontier orbital gap (eV): 8.64
LUMO energy (eV): -5.43
Total charge: +1

Last column: natural (NBO) charge in e.
Cartesian coordinates (Å):
C: 2.695 1.415 -0.090  0.437
C: 0.901 -1.502 0.120  -0.192
C: -2.776 0.281 -0.336  -0.221
C: 0.801 -0.187 -0.079  -0.161
C: -2.406 1.236 0.282  -0.251
N: 1.858 0.629 -0.077  -0.169
H: 3.492 2.117 -0.083  0.302
H: 0.011 -2.109 0.105  0.246
H: 1.834 -2.011 0.305  0.230
H: -3.138 -0.538 -0.887  0.245
H: -0.157 0.316 -0.267  0.294
H: -2.109 2.075 0.841  0.241



Most stable: (x) (next structure +2.321 eV)



(w)
CH5N2O | the ωB97M-V functional and the def2-TZVPD basis

Calculated values
HOMO (alpha / beta) (eV): -14.0 / -14.0
Frontier orbital gap (alpha / beta) (eV): 7.77 / 7.75
LUMO energy (alpha / beta) (eV): -6.22 / -6.23
Total charge: +1

Last column: natural (NBO) charge in e.
Cartesian coordinates (Å):
C: -0.967 -0.033 0.676  0.196
N: 0.268 0.616 -2.631  0.072
N: 0.282 -0.056 1.408  -0.820
O: 0.221 0.486 -1.411  -0.294
H: -1.319 -1.022 0.294  0.154
H: -0.476 0.124 -3.353  0.309
H: 1.169 0.010 0.902  0.483
H: 0.482 -0.860 2.131  0.459
H: 0.338 0.734 1.983  0.442



(x)
CH5N2O | the ωB97M-V functional and the def2-TZVPD basis

Calculated values
HOMO (eV): -15.2
Frontier orbital gap (eV): 11.07
LUMO energy (eV): -4.08
Structure (SMILES): N/C=[NH+]/O
Total charge: +1

Last column: natural (NBO) charge in e.
Cartesian coordinates (Å):
C: 0.024 -0.475 0.349  0.356
N: 0.222 -1.393 -0.583  -0.697
N: 0.023 0.788 0.048  -0.219
O: -0.495 1.650 0.954  -0.499
H: -0.186 -0.907 1.353  0.267
H: 0.179 -2.380 -0.447  0.448
H: 0.502 -1.045 -1.437  0.402
H: 0.198 1.174 -0.924  0.424
H: -0.467 2.588 0.686  0.518



(y)
CH5N2O | the ωB97M-V functional and the def2-TZVPD basis

Calculated values
HOMO (eV): -16.9
Frontier orbital gap (eV): 10.55
LUMO energy (eV): -6.34
Total charge: +1

Last column: natural (NBO) charge in e.
Cartesian coordinates (Å):
C: 0.520 0.000 0.430  0.336
N: 1.251 0.929 -0.236  -0.239
N: -1.003 -0.244 -0.117  -0.753
O: 1.446 -0.830 -0.076  -0.311
H: 0.280 0.144 1.554  0.206
H: 1.187 0.933 -1.269  0.395
H: -1.300 0.657 0.079  0.441
H: -1.407 -0.809 0.652  0.446
H: -0.973 -0.780 -1.018  0.478



Most stable: (x) (next structure +2.555 eV)